(1)
One molecule with the formula C6H13NO2S. Source: the OMol25 dataset; level of theory: ωB97M-V/def2-TZVPD.

Geometry (Å):
1 C 1.97016 0.72123 -0.44721
2 N 1.10512 0.04625 0.51238
3 C -0.30346 -0.57878 -0.46483
4 C -0.80410 0.37260 -1.52756
5 C 0.33284 -1.85517 -0.93921
6 C -1.25950 -0.69798 0.74862
7 C -1.36071 0.50072 1.65933
8 S 0.37875 1.11025 1.58293
9 O 0.45224 2.47482 1.13855
10 O 0.80540 0.79975 2.90216
11 H 1.63510 1.74171 -0.69849
12 H 2.99589 0.84166 0.00153
13 H 2.16018 0.12649 -1.45682
14 H -1.06578 1.35242 -1.01854
15 H -1.61814 0.03584 -2.02771
16 H 0.00321 0.68067 -2.21329
17 H -0.55975 -2.51307 -1.00138
18 H 1.07065 -2.24287 -0.31015
19 H 0.92397 -1.77983 -1.87270
20 H -1.02744 -1.69013 1.19732
21 H -2.17482 -0.92629 0.29996
22 H -1.93289 1.29050 1.41379
23 H -1.72691 0.18922 2.52132

The structure (SMILES) is CN1C(C)(C)CCS1(=O)=O. For the HOMO-LUMO gap, the calculation gives 10.518 eV. As for the net charge: 0. The HOMO energy comes out at -9.89 eV. The calculated total energy comes out at -22850.319 eV.

Löwdin atomic charge list, values in e, 8 entries: -0.171, -0.191, -0.403, -0.024, -0.053, -0.181, -0.149, 0.630

***

(2)
A 2-piece molecular cluster, C6H13NO3 overall. Source: the OMol25 dataset; level of theory: ωB97M-V/def2-TZVPD.

Geometry (Å):
1 C 2.26634 1.55133 0.22363
2 C 1.86695 0.03638 0.16551
3 C 2.39597 -0.84828 -1.00797
4 C 0.33632 -0.14790 0.13355
5 N -0.31803 -1.39212 0.06267
6 O -0.44870 0.80615 1.02475
7 C -0.45102 0.97689 -0.27057
8 O -0.91843 1.61199 -1.10975
9 H 2.05633 1.87490 1.13936
10 H 3.25586 1.77906 0.13334
11 H 1.78046 2.10463 -0.47300
12 H 2.41684 -0.48984 0.91352
13 H 3.37594 -1.04930 -0.78852
14 H 2.22981 -0.21263 -1.86325
15 H 1.81927 -1.80724 -1.17908
16 H 0.13768 -2.12714 0.55209
17 H -1.27323 -1.35821 0.36482
18 C -3.98914 0.32333 0.35450
19 O -3.59314 -0.63813 -0.61160
20 H -3.65672 1.34966 0.29520
21 H -3.79621 -0.18242 1.27301
22 H -5.04573 0.53177 0.40582
23 H -3.84895 -0.38001 -1.44903

The structure (SMILES) is CC(C)[C@@]1(N)OC1=O.CO. For the HOMO-LUMO gap, the calculation gives 10.210 eV. As for the net charge: 0. The HOMO energy comes out at -9.27 eV. The calculated total energy comes out at -14062.649 eV.

Löwdin atomic charge list, values in e, 8 entries: -0.001, -0.257, -0.044, -0.331, 0.153, 0.153, -0.546, 0.188

***

(3)
C6H13NO3 as an isolated structure. Source: the OMol25 dataset; level of theory: ωB97M-V/def2-TZVPD.

Geometry (Å):
1 C 0.05028 -2.33987 0.02763
2 N -0.60599 0.03801 -0.51535
3 C 0.08112 -1.21418 -0.95122
4 C 0.66264 -1.26854 -2.13825
5 O -1.78590 -0.24736 0.09566
6 O -0.89136 0.79649 -1.67554
7 H -1.40494 -0.35897 1.22637
8 H -0.64829 1.72919 -1.51594
9 H 0.57848 -2.06645 0.94030
10 H -0.97716 -2.57964 0.30039
11 H 0.51001 -3.22068 -0.41494
12 H 1.04268 -2.21210 -2.50087
13 H 0.60111 -0.48039 -2.86863
14 C -0.46419 2.19934 0.89544
15 C 0.27421 0.95539 0.47389
16 C 1.58954 0.95823 0.20392
17 O -0.40369 -0.25024 2.04222
18 H -0.60872 0.16581 2.88437
19 H -0.25518 3.02655 0.21487
20 H -1.53809 2.02429 0.86773
21 H -0.12856 2.50188 1.88705
22 H 2.13547 0.06414 -0.05012
23 H 2.18652 1.77909 0.57103

For the HOMO-LUMO gap, the calculation gives 9.084 eV. As for the net charge: 0. The HOMO energy comes out at -8.45 eV. The calculated total energy comes out at -14059.145 eV.

Löwdin atomic charge list, values in e, 8 entries: -0.029, -0.259, -0.284, 0.101, -0.076, 0.055, 0.085, 0.122

***

(4)
One molecule with the formula C6H13NO3. Source: the OMol25 dataset; level of theory: ωB97M-V/def2-TZVPD.

Geometry (Å):
1 C -1.62204 1.86615 0.19927
2 C -1.44887 0.40380 0.05405
3 N -1.07586 0.14641 -1.31194
4 C -0.06666 -0.92666 -1.53283
5 C 1.20255 -0.68884 -0.82257
6 O 1.79278 0.48597 -1.23519
7 C 0.92509 -0.38659 0.74079
8 O 1.74581 0.66059 1.22421
9 C -0.55726 -0.20195 1.11515
10 O -1.04669 -1.58197 1.27122
11 H -0.79002 2.60499 0.03387
12 H -2.30107 2.09667 -0.58412
13 H -2.13849 2.22424 1.06251
14 H -2.46484 -0.06229 0.19466
15 H -0.61623 0.96885 -1.70896
16 H -0.53624 -1.79618 -1.25917
17 H 0.02574 -1.07903 -2.61290
18 H 1.98688 -1.52710 -0.82600
19 H 2.31253 0.92274 -0.61296
20 H 0.95271 -1.47602 1.11758
21 H 2.63338 0.43272 1.54515
22 H -0.72638 0.35214 2.01427
23 H -1.33904 -1.59875 2.21455

The structure (SMILES) is C[C@H]1NC[C@@H](O)[C@@H](O)[C@@H]1O. For the HOMO-LUMO gap, the calculation gives 9.245 eV. As for the net charge: 0. The HOMO energy comes out at -8.71 eV. The calculated total energy comes out at -14063.320 eV.

Löwdin atomic charge list, values in e, 8 entries: -0.068, -0.392, 0.008, -0.146, -0.315, -0.008, -0.239, -0.012

***

(5)
One molecule with the formula C6H13NO4S. Source: the OMol25 dataset; level of theory: ωB97M-V/def2-TZVPD.

Geometry (Å):
1 O -2.46904 0.04292 -0.64167
2 O -0.09982 0.33901 -1.67798
3 O 1.83777 -2.45606 0.13283
4 O 2.37132 -0.46052 -1.41531
5 N -0.86592 -2.05688 0.51848
6 S -2.16838 0.80758 0.59066
7 C -2.20011 2.45624 -0.06760
8 C -0.40734 0.41129 0.74257
9 C 0.04447 -1.04500 1.12094
10 C 0.50096 0.67411 -0.48055
11 C 1.51395 -1.17470 0.78454
12 C 1.85574 -0.00492 -0.15969
13 H -0.94268 0.72521 -1.71464
14 H 2.70379 -2.47216 -0.27919
15 H 1.55360 -0.80076 -1.91062
16 H -1.31785 -1.63704 -0.36009
17 H -0.28491 -2.82306 0.13140
18 H -1.23585 2.74001 -0.62125
19 H -2.45842 3.15339 0.67764
20 H -2.99049 2.45118 -0.85729
21 H -0.13414 1.03244 1.59011
22 H -0.08549 -1.16221 2.23646
23 H 0.67378 1.74736 -0.45247
24 H 2.16504 -1.16327 1.67388
25 H 2.44004 0.67586 0.43886

For the HOMO-LUMO gap, the calculation gives 9.436 eV. As for the net charge: 0. The HOMO energy comes out at -9.07 eV. The calculated total energy comes out at -26945.535 eV.

Löwdin atomic charge list, values in e, 8 entries: -0.547, 0.012, -0.048, -0.025, 0.052, 0.959, -0.243, -0.339

***

(6)
A 2-piece molecular cluster, C6H13NO5 overall. Source: the OMol25 dataset; level of theory: ωB97M-V/def2-TZVPD.

Geometry (Å):
1 C 2.17381 -0.37063 1.86364
2 O 1.77246 -0.56443 0.51019
3 C 1.32933 0.50998 -0.18929
4 O 1.43676 1.63989 0.48649
5 C 0.77091 2.79832 -0.04456
6 N 0.80935 0.20238 -1.34508
7 O 0.24687 1.07877 -2.13884
8 O 0.84591 -1.08814 -1.73904
9 H 3.24204 -0.54967 1.69133
10 H 1.78295 -1.19147 2.31967
11 H 1.90540 0.57784 2.21171
12 H -0.24798 2.65660 -0.41181
13 H 1.18053 3.21251 -0.99006
14 H 0.91367 3.55108 0.82928
15 H 0.12480 -1.33691 -2.29556
16 C -2.00343 0.15836 0.39964
17 C -1.86986 -0.92200 -0.35620
18 C -1.58101 -2.35128 0.26317
19 O -1.92983 -1.01161 -1.66317
20 H -2.34763 1.10418 0.11929
21 H -1.95349 -0.09295 1.45479
22 H -1.99083 -2.41591 1.21373
23 H -0.45264 -2.25405 0.33021
24 H -1.82898 -3.13189 -0.46747
25 H -2.32912 -0.20896 -2.05204

The structure (SMILES) is COC(OC)=[N+]([O-])O.C=C(C)O. For the HOMO-LUMO gap, the calculation gives 8.286 eV. As for the net charge: 0. The HOMO energy comes out at -7.52 eV. The calculated total energy comes out at -18153.881 eV.

Löwdin atomic charge list, values in e, 8 entries: 0.000, -0.029, -0.343, -0.012, -0.045, -0.238, -0.124, 0.088

***

calculated total energy of number 2 (C6H13NO3)?
-14062.649 eV

***

Among the records above, which one has the highest calculated total energy?
number 3

***

What is the net charge in the sixth record?
0